Formula: C48H112BN8O22
Source: the Open Molecules 2025 dataset
Level of theory: ωB97M-V/def2-TZVPD

Element x y z (Å)
1 O -9.455 -28.399 26.249
2 C -10.346 -28.496 25.404
3 O -10.189 -29.069 24.151
4 B -11.491 -29.149 23.424
5 O -12.488 -28.535 24.443
6 C -11.869 -28.091 25.563
7 O -12.401 -27.441 26.496
8 O -11.948 -30.499 22.988
9 C -12.204 -30.506 21.643
10 O -12.684 -31.435 20.940
11 C -11.967 -29.125 21.190
12 O -11.543 -28.358 22.167
13 O -12.293 -28.781 20.067
14 C 4.746 -32.049 31.846
15 O 3.561 -31.528 31.254
16 C 2.838 -30.832 32.242
17 C 1.582 -30.281 31.565
18 N 0.254 -30.968 31.875
19 C -0.926 -30.530 31.065
20 C -2.014 -31.613 31.021
21 O -1.479 -32.810 30.555
22 C -2.453 -33.806 30.177
23 H 4.681 -32.416 32.870
24 H 5.543 -31.314 31.961
25 H 5.120 -32.761 31.110
26 H 3.309 -29.953 32.683
27 H 2.605 -31.412 33.135
28 H 1.731 -30.193 30.489
29 H 1.477 -29.244 31.882
30 H 0.390 -31.969 31.883
31 H -0.546 -30.401 30.052
32 H -1.374 -29.596 31.405
33 H -2.878 -31.369 30.402
34 H -2.315 -31.731 32.062
35 H -3.080 -33.354 29.408
36 H -2.968 -34.012 31.115
37 H -2.226 -34.841 29.921
38 C -24.832 -23.738 32.751
39 O -23.969 -24.748 33.332
40 C -24.611 -25.967 33.677
41 C -23.635 -26.983 34.343
42 N -22.417 -27.057 33.548
43 C -22.620 -28.258 32.626
44 C -21.432 -28.578 31.606
45 O -20.890 -27.329 31.113
46 C -19.845 -27.573 30.217
47 H -24.171 -22.909 32.496
48 H -25.685 -23.427 33.354
49 H -25.182 -24.076 31.776
50 H -25.016 -26.513 32.825
51 H -25.415 -25.724 34.371
52 H -24.241 -27.887 34.406
53 H -23.276 -26.760 35.348
54 H -21.755 -27.299 34.271
55 H -23.517 -27.999 32.063
56 H -22.903 -29.131 33.215
57 H -21.709 -29.280 30.820
58 H -20.682 -29.038 32.249
59 H -18.998 -28.031 30.728
60 H -19.528 -26.637 29.757
61 H -20.142 -28.109 29.316
62 C -18.405 -32.844 13.686
63 O -19.319 -33.868 14.058
64 C -18.664 -34.928 14.776
65 C -19.792 -35.530 15.641
66 N -20.912 -36.078 14.861
67 C -22.058 -36.363 15.678
68 C -22.834 -35.173 16.204
69 O -23.150 -34.494 14.997
70 C -24.448 -34.061 14.947
71 H -17.483 -33.136 13.182
72 H -18.113 -32.151 14.474
73 H -18.989 -32.133 13.102
74 H -17.804 -34.550 15.330
75 H -18.271 -35.725 14.144
76 H -20.048 -34.707 16.307
77 H -19.497 -36.397 16.233
78 H -20.656 -36.996 14.524
79 H -21.725 -36.969 16.521
80 H -22.794 -36.884 15.066
81 H -22.131 -34.493 16.684
82 H -23.734 -35.458 16.749
83 H -24.941 -33.591 15.798
84 H -25.007 -34.952 14.662
85 H -24.560 -33.389 14.096
86 C -11.377 -43.366 16.205
87 O -12.232 -42.281 15.652
88 C -13.319 -41.843 16.443
89 C -12.870 -40.909 17.542
90 N -14.033 -40.399 18.259
91 C -13.664 -39.339 19.271
92 C -12.874 -39.896 20.561
93 O -13.562 -41.045 20.943
94 C -13.911 -41.156 22.250
95 H -10.720 -43.014 17.000
96 H -10.726 -43.638 15.374
97 H -12.053 -44.177 16.475
98 H -13.855 -42.708 16.835
99 H -14.035 -41.339 15.794
100 H -12.225 -40.139 17.120
101 H -12.285 -41.386 18.328
102 H -14.300 -41.183 18.837
103 H -14.544 -38.785 19.596
104 H -13.021 -38.593 18.803
105 H -12.605 -39.284 21.422
106 H -12.004 -40.289 20.035
107 H -13.988 -42.223 22.457
108 H -14.761 -40.558 22.578
109 H -13.058 -40.959 22.898
110 C -11.958 -21.477 15.893
111 O -11.787 -20.291 15.049
112 C -11.074 -19.249 15.719
113 C -11.546 -17.887 15.230
114 N -12.881 -17.614 15.699
115 C -13.600 -16.623 14.960
116 C -15.020 -16.280 15.579
117 O -15.294 -16.406 17.058
118 C -14.549 -15.674 17.966
119 H -12.215 -22.392 15.360
120 H -12.826 -21.344 16.538
121 H -11.014 -21.684 16.398
122 H -9.991 -19.345 15.635
123 H -11.203 -19.255 16.801
124 H -11.470 -17.795 14.146
125 H -10.945 -17.054 15.597
126 H -13.426 -18.464 15.673
127 H -13.764 -16.899 13.919
128 H -13.054 -15.681 15.012
129 H -15.710 -16.843 14.951
130 H -15.398 -15.271 15.414
131 H -15.028 -15.422 18.912
132 H -14.293 -14.749 17.448
133 H -13.662 -16.237 18.257
134 C -5.009 -26.395 18.045
135 O -4.025 -27.407 18.009
136 C -4.021 -28.313 19.109
137 C -5.156 -29.378 19.084
138 N -4.770 -30.531 18.294
139 C -5.893 -31.439 18.198
140 C -5.603 -32.559 17.196
141 O -4.695 -33.542 17.718
142 C -4.100 -34.484 16.895
143 H -6.011 -26.820 18.097
144 H -4.906 -25.789 17.144
145 H -4.916 -25.793 18.949
146 H -4.084 -27.805 20.071
147 H -3.088 -28.874 19.059
148 H -6.131 -28.946 18.858
149 H -5.408 -29.718 20.088
150 H -4.016 -31.090 18.667
151 H -6.789 -30.922 17.853
152 H -5.923 -31.814 19.221
153 H -5.321 -32.301 16.175
154 H -6.594 -33.013 17.182
155 H -3.939 -33.934 15.968
156 H -4.743 -35.309 16.587
157 H -3.202 -34.764 17.445
158 C -14.811 -14.455 26.759
159 C -14.986 -15.755 26.050
160 C -14.563 -17.018 26.896
161 O -14.911 -18.173 26.136
162 C -14.418 -19.352 26.883
163 N -16.479 -15.819 25.810
164 H -15.023 -13.610 26.103
165 H -13.806 -14.393 27.177
166 H -15.401 -14.404 27.674
167 H -14.523 -15.651 25.069
168 H -15.084 -16.884 27.844
169 H -13.494 -16.856 27.037
170 H -13.339 -19.372 27.036
171 H -14.412 -20.292 26.331
172 H -14.973 -19.599 27.789
173 H -16.669 -14.835 25.687
174 H -17.090 -15.995 26.595
175 C -15.309 -24.544 35.219
176 C -16.836 -24.255 34.930
177 C -17.397 -23.389 36.012
178 O -18.838 -23.293 35.950
179 C -19.475 -22.602 37.056
180 N -17.033 -23.674 33.655
181 H -14.838 -25.302 34.592
182 H -15.153 -24.955 36.216
183 H -14.777 -23.596 35.140
184 H -17.317 -25.229 34.839
185 H -16.897 -22.420 36.017
186 H -16.997 -23.896 36.890
187 H -19.845 -23.263 37.840
188 H -20.344 -22.035 36.723
189 H -18.795 -21.863 37.480
190 H -16.104 -23.702 33.260
191 H -17.098 -22.687 33.858

E_LUMO: 1.90 eV
Energy: -4013.9126 Eh
F_max: 4.83 eV Å⁻¹
Charge: -1

Löwdin atomic charge list, values in e, 5 entries: 0.099 -0.304 0.174 -0.774 0.160

=====

Formula: C48H112BeIO24
Source: the Open Molecules 2025 dataset
Level of theory: ωB97M-V/def2-TZVPD

Element x y z (Å)
1 Be 2.488 -0.265 0.109
2 I 0.242 0.386 -0.063
3 C 4.808 0.330 1.318
4 O 3.593 1.059 0.969
5 C 3.114 1.965 1.990
6 C 3.634 3.349 1.911
7 O 3.309 3.881 0.642
8 C 3.840 5.194 0.247
9 C 2.799 6.251 0.588
10 O 2.633 6.464 2.034
11 C 3.782 7.172 2.588
12 H 5.650 0.971 1.028
13 H 4.856 -0.521 0.647
14 H 4.888 0.032 2.426
15 H 3.323 1.591 2.928
16 H 2.039 2.015 1.959
17 H 4.719 3.393 2.117
18 H 3.072 3.881 2.693
19 H 3.917 5.166 -0.826
20 H 4.815 5.358 0.651
21 H 1.821 5.915 0.190
22 H 3.142 7.233 0.171
23 H 3.558 7.271 3.628
24 H 3.975 8.208 2.156
25 H 4.694 6.588 2.464
26 C 2.584 2.521 -2.351
27 O 3.229 1.299 -2.017
28 C 3.101 0.287 -2.984
29 C 3.840 -0.812 -2.361
30 O 3.140 -1.136 -1.118
31 C 3.457 -2.553 -0.769
32 C 2.504 -2.780 0.331
33 O 2.478 -1.560 1.169
34 C 1.965 -1.765 2.464
35 H 1.561 2.208 -2.605
36 H 3.042 3.035 -3.224
37 H 2.766 3.201 -1.502
38 H 3.664 0.639 -3.903
39 H 2.169 -0.006 -3.442
40 H 4.815 -0.502 -1.973
41 H 3.819 -1.762 -2.954
42 H 4.525 -2.463 -0.478
43 H 3.163 -3.246 -1.543
44 H 2.728 -3.683 0.963
45 H 1.419 -2.838 0.044
46 H 1.860 -0.768 2.895
47 H 2.586 -2.410 3.059
48 H 0.967 -2.233 2.503
49 C -1.197 0.772 -9.170
50 O -2.127 0.203 -8.254
51 C -2.606 1.106 -7.292
52 C -1.669 1.722 -6.254
53 O -1.445 0.769 -5.261
54 C -0.587 1.240 -4.212
55 C -0.929 2.549 -3.527
56 O -0.569 3.657 -4.273
57 C -1.094 4.910 -3.761
58 H -1.470 0.245 -10.072
59 H -0.155 0.625 -8.862
60 H -1.375 1.810 -9.291
61 H -3.364 0.635 -6.736
62 H -3.152 1.929 -7.830
63 H -2.136 2.643 -5.766
64 H -0.715 2.098 -6.449
65 H 0.464 1.224 -4.523
66 H -0.692 0.534 -3.370
67 H -0.325 2.522 -2.562
68 H -1.941 2.569 -3.202
69 H -0.852 4.976 -2.683
70 H -2.171 4.984 -4.083
71 H -0.709 5.704 -4.284
72 C 0.430 -2.441 -5.516
73 O 1.190 -2.080 -4.418
74 C 0.449 -2.104 -3.223
75 C 0.125 -3.487 -2.688
76 O 1.276 -4.136 -2.113
77 C 0.933 -5.485 -1.959
78 C 2.143 -6.418 -2.056
79 O 3.027 -6.109 -1.050
80 C 3.804 -7.238 -0.624
81 H -0.431 -1.770 -5.624
82 H 0.103 -3.476 -5.505
83 H 1.064 -2.382 -6.397
84 H -0.489 -1.566 -3.286
85 H 1.095 -1.534 -2.549
86 H -0.300 -4.150 -3.356
87 H -0.619 -3.276 -1.921
88 H 0.327 -5.820 -2.820
89 H 0.414 -5.692 -1.028
90 H 2.684 -6.499 -3.002
91 H 1.750 -7.449 -1.883
92 H 4.455 -7.064 0.222
93 H 4.350 -7.632 -1.480
94 H 3.188 -8.069 -0.307
95 C -1.951 4.442 1.658
96 O -1.122 4.190 2.782
97 C 0.120 4.671 2.640
98 C 0.724 4.734 3.989
99 O 0.971 3.405 4.516
100 C 1.086 3.350 5.901
101 C 1.498 1.989 6.267
102 O 2.810 1.770 5.831
103 C 3.059 0.401 5.694
104 H -2.470 5.446 1.677
105 H -2.789 3.717 1.585
106 H -1.328 4.333 0.766
107 H 0.264 5.703 2.390
108 H 0.715 4.148 1.901
109 H -0.042 5.226 4.549
110 H 1.626 5.316 3.970
111 H 0.118 3.493 6.379
112 H 1.770 4.062 6.296
113 H 0.723 1.366 5.809
114 H 1.502 1.842 7.342
115 H 4.010 0.264 5.145
116 H 2.259 -0.215 5.246
117 H 3.223 0.037 6.698
118 C -1.683 0.135 3.926
119 O -0.657 -0.610 4.470
120 C -1.144 -1.779 5.131
121 C -0.022 -2.465 5.802
122 O 0.585 -3.354 4.869
123 C 1.547 -4.213 5.500
124 C 2.802 -3.524 5.963
125 O 3.553 -3.192 4.796
126 C 4.759 -3.949 4.577
127 H -2.637 -0.041 4.425
128 H -1.778 0.004 2.837
129 H -1.487 1.221 4.079
130 H -1.703 -2.446 4.428
131 H -1.981 -1.459 5.902
132 H -0.422 -3.004 6.711
133 H 0.705 -1.641 6.143
134 H 1.859 -4.919 4.722
135 H 1.033 -4.798 6.385
136 H 3.262 -4.129 6.726
137 H 2.598 -2.635 6.503
138 H 5.243 -3.488 3.674
139 H 4.583 -4.999 4.304
140 H 5.321 -3.886 5.473
141 C -0.297 -4.866 1.789
142 O -0.940 -4.054 0.895
143 C -2.324 -3.706 1.274
144 C -2.767 -2.592 0.309
145 O -3.115 -3.208 -0.875
146 C -3.912 -2.350 -1.739
147 C -4.324 -3.154 -2.955
148 O -4.451 -2.308 -4.080
149 C -3.361 -2.066 -4.933
150 H -0.028 -4.341 2.694
151 H 0.657 -5.122 1.298
152 H -0.874 -5.800 1.908
153 H -2.229 -3.347 2.354
154 H -3.057 -4.531 1.282
155 H -2.020 -1.801 0.132
156 H -3.552 -1.992 0.874
157 H -3.318 -1.548 -2.079
158 H -4.728 -2.005 -1.073
159 H -5.283 -3.665 -2.844
160 H -3.512 -3.839 -3.148
161 H -3.021 -2.971 -5.484
162 H -2.478 -1.708 -4.334
163 H -3.684 -1.374 -5.698
164 C -8.531 1.536 -1.324
165 O -7.110 1.266 -1.337
166 C -6.436 1.349 -2.500
167 C -4.978 1.056 -2.385
168 O -4.272 1.924 -1.567
169 C -3.712 1.426 -0.413
170 C -4.613 1.462 0.800
171 O -4.828 2.823 1.082
172 C -5.642 3.131 2.176
173 H -8.697 2.538 -1.660
174 H -8.852 1.236 -0.350
175 H -9.019 0.909 -2.108
176 H -6.439 2.414 -2.868
177 H -6.780 0.682 -3.296
178 H -4.544 1.038 -3.415
179 H -4.861 0.012 -2.032
180 H -2.779 1.920 -0.158
181 H -3.555 0.392 -0.627
182 H -4.088 1.014 1.674
183 H -5.549 0.918 0.662
184 H -5.213 4.045 2.554
185 H -5.585 2.347 2.928
186 H -6.656 3.281 1.766

E_LUMO: -1.77 eV
Energy: -4013.6263 Eh
F_max: 3.40 eV Å⁻¹
Charge: +1

Löwdin atomic charge list, values in e, 5 entries: -0.068 0.598 -0.009 -0.201 -0.159